[1]
DFT (wB97M-V/def2-TZVPD) results for the molecule C2H8N2O3 at a distorted geometry.

Each line ends with the natural charge from an NBO analysis.
Cartesian coordinates (Å):
C  -2.725  -0.814  0.288  -0.274
O  -1.820  -0.411  -0.719  -0.270
O  -0.683  -1.223  -0.747  -0.013
O  0.282  -0.769  0.152  -0.157
N  1.101  0.217  -0.447  -0.037
C  1.178  1.357  0.444  -0.440
N  2.315  -0.360  -0.805  -0.662
H  -3.565  -0.131  0.181  0.198
H  -2.282  -0.712  1.283  0.180
H  -3.054  -1.845  0.133  0.180
H  0.167  1.704  0.647  0.219
H  1.680  1.116  1.390  0.172
H  1.728  2.144  -0.071  0.208
H  3.020  -0.331  -0.069  0.332
H  2.657  0.057  -1.661  0.366

Its lowest unoccupied orbital energy is 0.998 eV. For the largest force on an atom, the calculation gives 1.04 eV/A. As for the SMILES: COOON(C)N. The total energy is -415.960462 a.u. The HOMO energy is -9.49 eV. The charge is 0. Its frontier orbital gap is 0.38552 Ha.

=====

[2]
DFT (wB97M-V/def2-TZVPD) results for the molecule C7H11NO2S2 at a distorted geometry.

Each line ends with the natural charge from an NBO analysis.
Cartesian coordinates (Å):
O  -0.001  4.768  2.049  -0.584
C  0.301  3.574  1.883  0.772
O  0.040  2.675  2.828  -0.683
C  0.962  3.055  0.625  -0.679
S  -0.109  1.949  -0.311  0.273
C  0.551  0.352  0.311  0.009
S  1.619  0.162  1.579  -0.224
N  0.034  -0.687  -0.309  -0.401
C  0.344  -2.072  0.064  -0.216
C  -0.146  -2.906  -1.115  -0.411
C  -1.397  -2.148  -1.529  -0.414
C  -1.016  -0.651  -1.377  -0.225
H  0.514  1.831  2.624  0.496
H  1.148  3.968  0.053  0.266
H  1.878  2.555  0.922  0.275
H  1.415  -2.179  0.165  0.226
H  -0.053  -2.305  1.011  0.210
H  -0.271  -3.928  -0.735  0.228
H  0.631  -2.898  -1.883  0.211
H  -1.707  -2.335  -2.546  0.222
H  -2.256  -2.472  -0.929  0.216
H  -0.638  -0.234  -2.317  0.214
H  -1.841  -0.074  -1.064  0.218

Its lowest unoccupied orbital energy is 0.375 eV. For the largest force on an atom, the calculation gives 3.07 eV/A. As for the SMILES: O=C(O)CSC(=S)N1CCCC1. The total energy is -1274.960357 a.u. The HOMO energy is -9.06 eV. The charge is 0. Its frontier orbital gap is 0.34665 Ha.

=====

[3]
DFT (wB97M-V/def2-TZVPD) results for a structure of composition C49H53Ge2NO2Pt at a distorted geometry.

Each line ends with the Mulliken charge.
Cartesian coordinates (Å):
Pt  0.091  -0.022  0.064  2.976
O  0.455  -1.319  -1.481  -1.237
C  1.641  -1.763  -2.095  3.628
C  2.826  -1.614  -1.112  -0.659
C  2.521  -2.238  0.220  -0.641
C  3.119  -3.424  0.610  -0.769
C  2.769  -3.988  1.824  -1.161
C  1.827  -3.354  2.615  -0.766
C  1.251  -2.174  2.168  -0.428
C  0.208  -1.447  2.973  -2.484
C  -1.229  -1.514  2.414  3.395
O  -1.385  -0.619  1.308  -0.958
C  -2.231  -1.068  3.512  -0.740
C  -3.590  -1.342  3.362  -0.314
C  -4.522  -0.862  4.272  -0.839
C  -4.114  -0.098  5.359  -0.529
C  -2.766  0.186  5.521  -0.996
C  -1.837  -0.292  4.602  -0.011
C  -1.599  -2.925  1.958  -0.127
C  -1.523  -3.991  2.856  -0.167
C  -1.946  -5.258  2.490  -1.063
C  -2.470  -5.475  1.217  -0.559
C  -2.551  -4.419  0.323  -0.852
C  -2.113  -3.148  0.691  -0.157
N  1.604  -1.631  0.996  0.810
C  1.428  -3.260  -2.404  -0.851
C  0.489  -3.979  -1.672  0.118
C  0.329  -5.347  -1.866  -0.526
C  1.112  -6.018  -2.794  -0.642
C  2.055  -5.308  -3.529  -0.967
C  2.210  -3.941  -3.339  -0.597
C  1.937  -1.028  -3.407  -1.507
C  3.225  -0.855  -3.905  0.889
C  3.445  -0.190  -5.106  -1.158
C  2.373  0.311  -5.830  -0.579
C  1.079  0.129  -5.348  -1.087
C  0.866  -0.540  -4.149  -0.088
H  3.725  -2.069  -1.522  1.024
H  3.005  -0.544  -0.990  -0.389
H  3.839  -3.898  -0.046  0.555
H  3.223  -4.916  2.148  0.433
H  1.530  -3.767  3.572  0.511
H  0.225  -1.815  3.997  1.034
H  0.468  -0.387  2.987  0.595
H  -3.926  -1.937  2.520  0.377
H  -5.573  -1.090  4.131  0.415
H  -4.840  0.273  6.073  0.412
H  -2.432  0.787  6.359  0.414
H  -0.796  -0.031  4.742  0.363
H  -1.156  -3.820  3.866  0.474
H  -1.881  -6.075  3.198  0.447
H  -2.814  -6.462  0.930  0.442
H  -2.953  -4.579  -0.670  0.491
H  -2.171  -2.324  -0.007  0.456
H  -0.114  -3.456  -0.942  -0.053
H  -0.411  -5.883  -1.283  0.463
H  0.988  -7.083  -2.950  0.417
H  2.667  -5.818  -4.263  0.427
H  2.938  -3.404  -3.937  0.382
H  4.081  -1.216  -3.348  0.323
H  4.457  -0.059  -5.470  0.424
H  2.542  0.836  -6.763  0.410
H  0.233  0.517  -5.905  0.435
H  -0.137  -0.670  -3.760  0.471
C  3.017  3.166  -2.366  -1.441
C  2.043  2.021  -2.046  1.042
Ge  1.710  1.770  -0.130  -0.336
C  3.241  1.484  1.041  -0.242
C  4.510  2.224  0.594  -1.411
C  0.922  3.508  0.218  -0.613
C  -0.375  3.670  -0.052  0.271
Ge  -1.377  1.989  0.189  -0.294
C  -1.839  2.027  2.097  0.326
C  -2.451  3.302  2.683  -1.267
C  -2.892  1.564  -0.957  -0.348
C  -4.054  2.561  -1.044  -1.331
C  -0.979  5.016  -0.304  0.471
C  -2.314  5.303  -0.016  0.393
C  -2.850  6.565  -0.238  -1.443
C  -2.061  7.572  -0.774  -0.394
C  -0.737  7.299  -1.097  -0.892
C  -0.207  6.036  -0.870  -0.431
H  2.978  3.413  -3.431  0.410
H  4.051  2.903  -2.133  0.301
H  2.780  4.082  -1.814  0.239
H  2.353  1.103  -2.522  -0.728
H  1.044  2.250  -2.426  0.332
H  3.432  0.415  1.154  0.348
H  2.906  1.843  2.018  0.511
H  4.900  1.821  -0.344  0.263
H  5.301  2.128  1.343  0.429
H  4.335  3.293  0.440  0.310
H  1.567  4.382  0.360  0.732
H  -0.898  1.807  2.610  0.091
H  -2.490  1.174  2.256  -0.095
H  -1.822  4.182  2.526  0.291
H  -2.586  3.188  3.764  0.399
H  -3.438  3.517  2.263  0.236
H  -3.240  0.607  -0.555  0.288
H  -2.485  1.355  -1.949  0.356
H  -4.482  2.777  -0.060  0.284
H  -4.861  2.156  -1.661  0.407
H  -3.748  3.507  -1.490  0.374
H  -2.944  4.530  0.395  0.557
H  -3.889  6.758  0.005  0.384
H  -2.476  8.557  -0.951  0.393
H  -0.117  8.069  -1.541  0.400
H  0.816  5.826  -1.163  0.317

Its lowest unoccupied orbital energy (alpha / beta) is -1.260 / -1.268 eV. For the largest force on an atom, the calculation gives 1.62 eV/A. The total energy is -6377.324161 a.u. The HOMO energy (alpha / beta) is -8.17 / -8.18 eV. The charge is 0. Its frontier orbital gap (alpha / beta) is 0.25412 / 0.25403 Ha.

=====

[4]
DFT (wB97M-V/def2-TZVPD) results for the molecule C4H4S2 at a distorted geometry.

Each line ends with the natural charge from an NBO analysis.
Cartesian coordinates (Å):
C  -1.937  -1.283  -0.064  -0.507
C  -2.879  -2.161  -0.412  0.194
C  -0.526  -0.642  -0.192  -0.455
C  -0.236  0.894  0.117  -0.512
S  -1.861  1.533  -0.474  0.106
S  -2.950  0.174  0.423  0.202
H  0.285  -1.016  0.493  0.244
H  -0.198  -0.859  -1.337  0.246
H  0.586  1.365  -0.427  0.253
H  -0.333  1.090  1.192  0.228

Its lowest unoccupied orbital energy is -0.696 eV. For the largest force on an atom, the calculation gives 4.30 eV/A. The total energy is -951.009433 a.u. The HOMO energy is -8.71 eV. The charge is 0. Its frontier orbital gap is 0.29441 Ha.

=====

[5]
DFT (wB97M-V/def2-TZVPD) results for a structure of composition C16H36F2LiNO15P2S2 at a distorted geometry.

Each line ends with the Mulliken charge.
Cartesian coordinates (Å):
Li  -1.387  -0.593  -0.162  0.970
N  -2.565  -2.855  1.505  -0.180
S  -3.778  -3.820  1.406  1.014
O  -4.655  -3.785  2.583  -0.569
O  -3.679  -5.006  0.575  -0.556
F  -4.547  -2.763  0.445  -0.327
S  -1.677  -3.996  2.461  1.034
O  -0.753  -4.923  1.827  -0.563
O  -2.285  -4.382  3.701  -0.532
F  -0.648  -2.812  2.964  -0.289
C  1.396  5.340  0.572  -1.049
C  2.253  4.033  0.498  -0.290
O  2.674  3.568  1.707  -0.283
P  1.933  2.386  2.516  0.706
O  1.042  1.527  1.694  -0.625
O  3.051  1.688  3.498  -0.286
C  4.211  1.216  2.985  -0.318
C  3.976  -0.339  2.909  -1.062
O  1.024  3.315  3.589  -0.189
C  1.062  3.051  4.948  -0.160
C  1.952  4.070  5.564  -1.196
H  1.978  6.186  0.938  0.290
H  1.128  5.690  -0.425  0.418
H  0.428  5.208  1.055  0.231
H  1.801  3.308  -0.179  0.350
H  3.148  4.474  0.059  0.235
H  4.393  1.648  2.002  0.309
H  5.026  1.598  3.600  0.335
H  4.970  -0.730  2.694  0.397
H  3.707  -0.832  3.843  0.306
H  3.269  -0.548  2.106  0.246
H  0.066  3.338  5.285  0.364
H  1.293  2.100  5.429  0.311
H  3.012  3.839  5.666  0.271
H  1.842  4.952  4.933  0.296
H  1.575  4.354  6.546  0.394
C  3.765  -3.328  -2.797  -1.118
C  2.322  -2.707  -2.757  -0.261
O  1.350  -3.586  -3.249  -0.208
P  0.015  -2.946  -3.952  0.598
O  -0.500  -1.819  -3.165  -0.650
O  0.547  -2.510  -5.402  -0.291
C  1.319  -3.415  -6.201  -0.084
C  2.349  -2.629  -7.125  -1.189
O  -1.051  -4.146  -4.176  -0.252
C  -0.721  -5.529  -3.977  0.125
C  -1.856  -6.480  -4.111  -1.330
H  3.834  -3.987  -3.662  0.284
H  4.612  -2.642  -2.773  0.358
H  4.005  -3.816  -1.852  0.309
H  1.935  -2.459  -1.769  0.327
H  2.386  -1.810  -3.374  0.286
H  1.934  -4.050  -5.563  0.183
H  0.669  -4.101  -6.744  0.365
H  3.199  -3.289  -7.300  0.334
H  1.942  -2.318  -8.087  0.332
H  2.560  -1.690  -6.613  0.319
H  0.105  -5.786  -4.641  0.276
H  -0.322  -5.608  -2.966  0.272
H  -2.603  -5.964  -3.506  0.346
H  -2.284  -6.667  -5.095  0.310
H  -1.765  -7.442  -3.606  0.357
C  -6.399  5.036  2.071  -1.225
C  -4.965  5.366  1.630  0.316
C  -3.868  4.792  2.507  -0.420
O  -3.535  3.590  1.774  -0.273
C  -4.165  3.595  0.569  0.639
O  -4.078  2.763  -0.336  -0.582
O  -4.743  4.811  0.447  -0.367
H  -6.442  5.595  3.006  0.353
H  -6.477  3.964  2.254  0.277
H  -7.276  5.326  1.494  0.352
H  -4.759  6.436  1.612  0.353
H  -4.310  4.555  3.475  0.280
H  -2.967  5.394  2.623  0.296

Its lowest unoccupied orbital energy is -1.014 eV. For the largest force on an atom, the calculation gives 7.17 eV/A. The total energy is -3501.019187 a.u. The HOMO energy is -9.16 eV. The charge is 0. Its frontier orbital gap is 0.29951 Ha.

=====

[6]
DFT (wB97M-V/def2-TZVPD) results for a structure of composition C28H15F4N4O5PRuSe2.

Each line ends with the natural charge from an NBO analysis.
Cartesian coordinates (Å):
Ru  0.840  0.440  0.735  0.747
O  3.614  -2.264  2.144  -0.590
C  2.884  -1.386  1.534  0.822
O  1.650  -1.402  1.530  -0.569
C  3.654  -0.289  0.822  -0.177
O  2.681  0.310  -0.040  -0.492
C  2.996  1.493  -0.857  -0.198
C  2.042  2.653  -0.508  0.739
O  2.270  3.736  -0.944  -0.499
O  1.014  2.355  0.295  -0.645
H  3.065  -2.931  2.594  0.535
H  4.472  -0.713  0.239  0.260
H  4.044  0.429  1.550  0.251
H  2.839  1.196  -1.890  0.246
H  4.034  1.777  -0.708  0.248
Se  0.241  1.373  2.810  0.166
P  -1.138  -0.361  3.183  1.050
Se  -1.246  -0.846  1.027  0.064
C  -2.696  0.194  3.837  -0.394
C  -3.740  0.587  2.998  -0.186
C  -4.915  1.057  3.556  -0.193
C  -5.041  1.149  4.936  -0.130
C  -3.996  0.766  5.771  -0.192
C  -2.820  0.285  5.228  -0.193
C  -0.424  -1.605  4.251  -0.368
C  -1.198  -2.731  4.537  -0.183
C  -0.679  -3.723  5.352  -0.188
C  0.596  -3.586  5.887  -0.153
C  1.361  -2.459  5.609  -0.204
C  0.855  -1.467  4.785  -0.223
H  -3.636  0.522  1.923  0.236
H  -5.733  1.353  2.915  0.244
H  -5.962  1.519  5.367  0.244
H  -4.103  0.838  6.845  0.245
H  -2.012  -0.027  5.879  0.231
H  -2.200  -2.832  4.136  0.236
H  -1.272  -4.598  5.578  0.248
H  0.990  -4.357  6.536  0.245
H  2.341  -2.347  6.053  0.239
H  1.442  -0.579  4.583  0.221
F  1.336  1.627  -3.710  -0.298
C  0.757  1.240  -4.854  0.270
C  1.091  1.859  -5.998  0.466
F  1.980  2.825  -5.961  -0.254
C  0.502  1.485  -7.272  -0.126
C  -0.461  0.401  -7.199  0.397
C  -0.782  -0.210  -6.042  0.355
F  -1.671  -1.189  -6.047  -0.265
C  -0.198  0.170  -4.783  0.021
C  -0.534  -0.443  -3.599  -0.316
C  -0.005  -0.069  -2.334  0.533
N  0.295  0.109  -1.242  -0.416
C  -1.472  -1.513  -3.447  0.235
N  -2.164  -2.398  -3.205  -0.202
F  -1.043  0.006  -8.306  -0.244
C  0.830  2.101  -8.443  -0.059
C  1.772  3.175  -8.534  0.208
N  2.499  4.059  -8.626  -0.129
C  0.272  1.743  -9.711  0.204
N  -0.117  1.495  -10.763  -0.119

Its lowest unoccupied orbital energy (alpha / beta) is -8.588 / -8.590 eV. For the largest force on an atom, the calculation gives 0.83 eV/A. The total energy is -7309.122884 a.u. The HOMO energy (alpha / beta) is -14.07 / -14.06 eV. The charge is +2. Its frontier orbital gap (alpha / beta) is 0.20146 / 0.20106 Ha.

=====

[7]
DFT (wB97M-V/def2-TZVPD) results for a cluster of 4 separate species, C4H14O4 in total at a distorted geometry.

Each line ends with the natural charge from an NBO analysis.
Cartesian coordinates (Å):
C  -1.139  -2.580  3.978  -0.621
C  -1.741  -1.838  2.788  -0.335
C  -2.476  -2.785  1.817  -0.607
C  -0.713  -1.138  1.910  0.461
O  0.471  -1.104  2.098  -0.521
H  -1.733  -3.444  4.256  0.210
H  -1.139  -1.951  4.872  0.214
H  -0.085  -2.765  3.848  0.233
H  -2.379  -1.037  3.177  0.221
H  -3.300  -2.335  1.263  0.217
H  -2.938  -3.609  2.370  0.217
H  -1.784  -3.249  1.164  0.210
H  -1.193  -0.741  0.994  0.099
O  -1.016  4.784  -4.014  -0.935
H  -1.196  5.701  -4.241  0.469
H  -1.141  4.289  -4.829  0.466
O  3.453  4.316  -3.624  -0.931
H  3.307  3.586  -4.237  0.459
H  3.345  3.856  -2.782  0.472
O  4.516  0.895  -3.307  -0.947
H  4.244  -0.027  -3.284  0.476
H  4.637  1.175  -4.217  0.471

Its lowest unoccupied orbital energy is 0.664 eV. For the largest force on an atom, the calculation gives 1.70 eV/A. As for the SMILES: CC(C)C=O.O.O.O. The total energy is -461.727789 a.u. The HOMO energy is -9.77 eV. The charge is 0. Its frontier orbital gap is 0.38351 Ha.

=====

[8]
DFT (wB97M-V/def2-TZVPD) results for a structure of composition C5H7NO.

Each line ends with the natural charge from an NBO analysis.
Cartesian coordinates (Å):
C  -0.192  -1.349  1.209  -0.403
N  -0.200  -0.267  0.230  -0.350
C  -0.697  0.985  0.403  -0.125
C  -0.292  1.714  -0.806  -0.338
C  0.534  0.924  -1.657  -0.444
C  0.500  -0.264  -0.963  0.396
O  1.122  -1.434  -1.242  -0.689
H  0.842  -1.540  1.520  0.217
H  -0.604  -2.258  0.753  0.224
H  -0.797  -1.053  2.075  0.210
H  -1.419  1.216  1.198  0.242
H  -0.681  2.713  -0.985  0.238
H  0.281  1.872  0.329  0.316
H  1.603  -1.259  -2.064  0.506

Its lowest unoccupied orbital energy is 0.681 eV. For the largest force on an atom, the calculation gives 0.71 eV/A. The total energy is -324.566939 a.u. The HOMO energy is -7.62 eV. The charge is 0. Its frontier orbital gap is 0.30516 Ha.